DFT (wB97M-V/def2-TZVPD) results for an isolated molecule of C2H2N2O4 at a distorted geometry.

```
! wB97M-V def2-TZVPD RIJCOSX def2/J DEFGRID3
* xyz 0 1
O 1.98156 1.94229 -1.92027
O 0.49211 2.03065 0.57713
O 1.71965 0.20681 -3.17159
O -1.21549 -1.00334 0.37670
N 0.48981 0.42857 -1.42338
N 1.46834 0.89914 -2.21592
C 0.13062 0.97720 0.24106
C -0.63231 -0.11593 0.91961
H -0.60062 0.01539 2.01811
H 0.13531 -0.49664 -1.63010
*
```

The value obtained for the LUMO energy is -1.98 eV. The calculated total energy is -487.7084 hartree. The value obtained for the frontier orbital gap is 8.9 eV. The energy above the lowest of the compared OMol25 structures with the same formula, charge and spin comes out at 381.7 kJ/mol.



DFT (wB97M-V/def2-TZVPD) results for a structure of composition C2H2N2OS at a distorted geometry.

```
! wB97M-V def2-TZVPD RIJCOSX def2/J DEFGRID3
* xyz 0 1
S 0.27133 0.54274 2.06533
O -0.08224 -0.88522 1.09326
N 0.41594 1.59762 0.86538
N -0.41063 -1.34753 -1.20450
C -0.16207 -0.69610 -0.18799
C 0.26264 1.27149 -0.32466
H 0.34187 1.85078 -1.21317
H -0.63683 -2.33377 -1.09365
*
```

The value obtained for the LUMO energy is 0.14 eV. The calculated total energy is -660.2400 hartree. The value obtained for the frontier orbital gap is 9.4 eV. The energy above the lowest of the compared OMol25 structures with the same formula, charge and spin comes out at 282.8 kJ/mol.



DFT (wB97M-V/def2-TZVPD) results for a structure of composition C2H2N2OS at a distorted geometry.

```
! wB97M-V def2-TZVPD RIJCOSX def2/J DEFGRID3
* xyz 0 1
S -1.17387 -0.81538 -0.98306
O -2.19468 0.48342 -1.03446
N 1.48873 0.19021 0.42754
N 1.49481 -1.83840 1.84513
C 0.61431 0.45907 -0.36426
C 1.53995 -0.87180 1.18881
H -2.17679 0.99994 -0.25853
H 0.40753 1.39295 -0.82118
*
```

The value obtained for the LUMO energy is -0.67 eV. The calculated total energy is -660.2260 hartree. The value obtained for the frontier orbital gap is 8.6 eV. The energy above the lowest of the compared OMol25 structures with the same formula, charge and spin comes out at 319.5 kJ/mol.



- Which value of frontier orbital gap does entry 3 give?
  8.6 eV



- Number 3 is which compound?
  C2H2N2OS



- Which of these has the lowest calculated total energy?
  number 2



- What is the frontier orbital gap in the first record?
  8.9 eV